{"formula": "C24H26BrN3O4", "method": "ωB97M-V/def2-TZVPD", "smiles": "O=C(NCc1nc2ccccc2[nH]1)C1=C[C@@H](c2ccc(Br)cc2)C[C@@H](OCCCCO)O1", "energy_ha": -3969.44258, "gap_ev": 9.21, "de_lowest_kj_mol": 0.00, "elements": ["O", "C", "N", "H", "C", "C", "N", "C", "C", "C", "C", "C", "C", "N", "H", "H", "H", "H", "H", "H", "H", "C", "C", "C", "C", "C", "C", "C", "C", "C", "H", "H", "Br", "H", "H", "C", "C", "O", "C", "C", "C", "C", "H", "H", "O", "H", "H", "H", "H", "H", "H", "H", "O", "H", "H", "H", "H", "H"], "positions_angstrom": [[1.749, 0.713, -2.802], [1.620, 1.686, -2.075], [2.657, 2.378, -1.566], [2.452, 3.132, -0.930], [4.035, 1.972, -1.768], [4.341, 0.722, -1.009], [5.031, 0.651, 0.093], [5.033, -0.678, 0.439], [5.618, -1.328, 1.522], [5.441, -2.693, 1.619], [4.704, -3.408, 0.673], [4.116, -2.784, -0.410], [4.287, -1.413, -0.516], [3.867, -0.486, -1.431], [3.228, -0.601, -2.206], [3.545, -3.336, -1.141], [4.591, -4.475, 0.794], [5.880, -3.226, 2.449], [6.194, -0.776, 2.248], [4.695, 2.771, -1.433], [4.185, 1.786, -2.838], [0.288, 2.199, -1.658], [-0.835, 1.565, -1.993], [-2.200, 2.033, -1.597], [-3.010, 0.888, -1.031], [-4.204, 0.511, -1.634], [-4.950, -0.543, -1.135], [-4.489, -1.225, -0.024], [-3.303, -0.868, 0.593], [-2.569, 0.187, 0.084], [-1.651, 0.483, 0.566], [-2.956, -1.410, 1.460], [-5.509, -2.679, 0.670], [-5.877, -0.830, -1.607], [-4.562, 1.042, -2.504], [-2.116, 3.249, -0.648], [-0.761, 3.378, 0.052], [-0.632, 2.381, 1.013], [0.464, 2.546, 1.906], [0.812, 1.195, 2.515], [1.456, 0.248, 1.504], [1.822, -1.087, 2.159], [2.165, -1.794, 1.391], [0.946, -1.512, 2.654], [2.791, -0.946, 3.166], [3.614, -0.642, 2.761], [0.775, 0.063, 0.670], [2.366, 0.706, 1.104], [-0.102, 0.746, 2.906], [1.501, 1.348, 3.347], [1.329, 2.950, 1.366], [0.176, 3.264, 2.688], [0.317, 3.326, -0.863], [-0.673, 4.376, 0.515], [-2.268, 4.166, -1.218], [-2.886, 3.183, 0.120], [-2.705, 2.361, -2.515], [-0.761, 0.676, -2.598]]}



{"formula": "C24H26F2N4O2", "method": "ωB97M-V/def2-TZVPD", "smiles": "CNC(=O)[C@H](Cc1c[nH]c2ccccc12)NC(C)=O.Fc1ccc(F)c(C2=NCCC2)c1", "energy_ha": -1499.43486, "gap_ev": 8.53, "de_lowest_kj_mol": 0.00, "elements": ["O", "O", "F", "F", "N", "C", "C", "C", "C", "C", "C", "C", "C", "C", "C", "C", "C", "C", "C", "C", "C", "C", "N", "N", "N", "C", "C", "C", "C", "C", "C", "C", "H", "H", "H", "H", "H", "H", "H", "H", "H", "H", "H", "H", "H", "H", "H", "H", "H", "H", "H", "H", "H", "H", "H", "H", "H", "H"], "positions_angstrom": [[4.987, -1.744, 3.163], [0.315, -3.025, 3.364], [-3.286, -2.219, -4.901], [-3.322, 2.804, -2.631], [0.371, 1.201, -4.026], [4.338, -2.780, 3.090], [0.754, -1.880, 3.313], [-0.729, 1.696, -3.509], [1.715, 1.404, 1.362], [1.334, 0.128, 1.127], [-2.379, -0.378, 0.119], [-2.764, 0.971, 0.211], [-4.457, -0.425, -3.863], [-4.442, 0.850, -3.292], [-2.078, -0.279, -4.221], [-1.052, -0.763, 0.393], [-1.820, 1.948, 0.569], [-3.275, -0.990, -4.337], [-3.247, 1.569, -3.180], [-2.034, 1.005, -3.636], [-0.078, 0.194, 0.752], [-0.499, 1.555, 0.825], [0.637, 2.250, 1.181], [0.034, -0.821, 3.710], [3.022, -2.803, 2.896], [5.023, -4.119, 3.236], [-1.364, -0.869, 4.135], [1.511, 2.075, -3.709], [-0.477, 2.980, -2.778], [1.025, 2.955, -2.570], [2.185, -1.085, 1.347], [2.178, -1.608, 2.795], [2.707, 1.702, 1.681], [-3.107, -1.125, -0.164], [-3.785, 1.257, -0.005], [-5.386, -0.981, -3.951], [-5.364, 1.297, -2.936], [-1.169, -0.748, -4.586], [-0.771, -1.804, 0.331], [-2.106, 2.987, 0.633], [0.688, 3.251, 1.305], [0.453, 0.088, 3.589], [2.546, -3.693, 2.885], [4.631, -4.629, 4.114], [4.840, -4.716, 2.345], [6.093, -3.954, 3.354], [-1.985, -0.351, 3.400], [-1.710, -1.902, 4.212], [-1.475, -0.388, 5.107], [1.777, 2.679, -4.583], [2.391, 1.494, -3.413], [-1.001, 3.026, -1.822], [-0.782, 3.828, -3.397], [1.267, 2.484, -1.612], [1.468, 3.956, -2.595], [3.211, -0.847, 1.062], [1.834, -1.877, 0.684], [2.606, -0.831, 3.428]]}



{"formula": "C24H26F5N9O2S2Ti", "method": "ωB97M-V/def2-TZVPD", "energy_ha": -3718.20339, "gap_ev": 6.45, "charge": 2, "de_lowest_kj_mol": 37.90, "elements": ["Ti", "N", "C", "C", "C", "C", "C", "C", "S", "O", "O", "N", "C", "N", "C", "C", "C", "N", "H", "H", "H", "H", "H", "H", "H", "H", "H", "F", "C", "C", "F", "C", "F", "C", "S", "C", "F", "C", "F", "N", "C", "C", "N", "C", "H", "H", "H", "H", "C", "N", "C", "C", "N", "N", "C", "C", "H", "H", "H", "H", "H", "H", "H", "H", "H", "H", "H", "H", "H"], "positions_angstrom": [[0.451, 0.183, 0.337], [-4.347, 3.478, 4.822], [-3.306, 2.724, 4.393], [-2.095, 3.325, 4.007], [-1.039, 2.560, 3.567], [-1.179, 1.172, 3.481], [-2.378, 0.558, 3.859], [-3.429, 1.325, 4.299], [0.160, 0.166, 3.068], [0.760, -0.514, 4.158], [-0.316, -0.783, 1.962], [1.091, 1.079, 2.124], [2.434, 0.691, 1.943], [2.548, 0.141, 0.733], [3.770, -0.223, 0.316], [4.848, -0.032, 1.155], [4.601, 0.529, 2.410], [3.389, 0.900, 2.818], [-4.192, 4.441, 5.068], [-5.122, 3.031, 5.282], [-1.982, 4.399, 4.072], [-0.107, 3.033, 3.293], [-2.486, -0.518, 3.817], [-4.354, 0.849, 4.594], [3.852, -0.656, -0.673], [5.847, -0.306, 0.856], [5.411, 0.684, 3.112], [1.357, 2.591, -6.040], [1.188, 2.576, -4.737], [1.377, 1.395, -4.028], [1.726, 0.274, -4.649], [1.175, 1.414, -2.666], [1.346, 0.257, -1.957], [0.804, 2.537, -1.955], [0.699, 2.497, -0.197], [0.616, 3.706, -2.687], [0.257, 4.822, -2.068], [0.806, 3.732, -4.063], [0.619, 4.847, -4.735], [-3.656, 1.280, -0.155], [-3.816, -0.079, -0.005], [-2.564, -0.594, 0.038], [-1.640, 0.431, -0.113], [-2.351, 1.547, -0.222], [-4.389, 1.970, -0.215], [-4.783, -0.541, 0.064], [-2.254, -1.615, 0.176], [-1.936, 2.535, -0.331], [0.783, -3.057, -3.749], [0.187, -2.376, -2.597], [-0.783, -1.356, -2.957], [0.578, -2.630, -1.343], [0.561, -1.683, -0.382], [1.068, -3.855, -1.047], [1.894, -4.072, 0.135], [0.511, -5.082, -1.623], [1.068, -2.292, -4.470], [0.078, -3.739, -4.223], [1.670, -3.603, -3.444], [-1.618, -1.831, -3.476], [-0.329, -0.629, -3.633], [-1.159, -0.853, -2.074], [0.630, -2.141, 0.525], [2.577, -3.236, 0.284], [2.488, -4.968, -0.026], [1.290, -4.224, 1.036], [-0.338, -4.851, -2.256], [0.169, -5.718, -0.806], [1.261, -5.621, -2.200]]}



{"formula": "C24H26FN5", "method": "ωB97M-V/def2-TZVPD", "smiles": "Cc1ccc(-n2cc(CNCCn3nc(C)cc3C)c(-c3ccc(F)cc3)n2)cc1", "energy_ha": -1303.80029, "gap_ev": 8.59, "de_lowest_kj_mol": 2.84, "elements": ["C", "C", "C", "C", "C", "C", "C", "H", "H", "N", "C", "C", "C", "N", "C", "C", "C", "C", "C", "C", "H", "H", "F", "H", "H", "C", "N", "H", "C", "C", "N", "C", "C", "C", "N", "C", "H", "H", "H", "H", "C", "H", "H", "H", "H", "H", "H", "H", "H", "H", "H", "H", "H", "H", "H", "H"], "positions_angstrom": [[6.309, 2.566, 0.402], [4.963, 2.021, 0.035], [4.834, 0.938, -0.824], [3.591, 0.443, -1.174], [2.441, 1.031, -0.660], [2.558, 2.121, 0.200], [3.804, 2.605, 0.538], [3.883, 3.448, 1.208], [1.657, 2.564, 0.591], [1.166, 0.551, -0.963], [0.821, -0.575, -1.637], [-0.549, -0.684, -1.599], [-0.967, 0.460, -0.865], [0.085, 1.181, -0.508], [-2.305, 0.925, -0.522], [-2.523, 2.300, -0.421], [-3.765, 2.800, -0.086], [-4.797, 1.908, 0.150], [-4.610, 0.541, 0.071], [-3.360, 0.053, -0.263], [-3.206, -1.013, -0.291], [-5.433, -0.125, 0.276], [-6.019, 2.387, 0.473], [-3.945, 3.861, -0.008], [-1.698, 2.970, -0.608], [-1.374, -1.800, -2.160], [-1.529, -2.931, -1.250], [-1.838, -2.586, -0.343], [-0.334, -3.738, -1.059], [-0.005, -3.929, 0.428], [0.238, -2.669, 1.072], [1.411, -2.019, 1.257], [1.098, -0.828, 1.877], [-0.302, -0.832, 2.014], [-0.801, -1.951, 1.517], [-1.159, 0.222, 2.615], [-1.035, 1.157, 2.071], [-0.878, 0.388, 3.654], [-2.201, -0.080, 2.569], [1.778, -0.059, 2.182], [2.728, -2.578, 0.855], [2.987, -3.440, 1.470], [2.720, -2.897, -0.187], [3.495, -1.819, 0.982], [0.870, -4.572, 0.544], [-0.861, -4.392, 0.925], [0.531, -3.285, -1.559], [-0.502, -4.725, -1.509], [-0.918, -2.175, -3.081], [-2.376, -1.434, -2.402], [1.548, -1.206, -2.106], [3.531, -0.397, -1.849], [5.719, 0.471, -1.230], [6.487, 3.504, -0.123], [7.099, 1.869, 0.133], [6.364, 2.767, 1.470]]}